DFT (the ωB97M-V functional and the def2-TZVPD basis) results for Br2OS2 in the gas phase in a non-equilibrium geometry.

Output
strongest force on any atom: 2.4 eV Å⁻¹
frontier orbital gap (alpha / beta): 7.54 / 6.13 eV
lowest unoccupied orbital energy (alpha / beta): -1.96 / -2.79 eV
multiplicity: 1
highest occupied orbital energy (alpha / beta): -9.51 / -8.92 eV

Each line ends with the Mulliken charge.
Positions of all 5 atoms, in Å:
O 0.6459 1.4263 0.3037  -0.356
S 0.8767 0.3890 -0.7287  0.399
S -2.7672 0.1360 0.7315  -0.134
Br 2.5345 -0.9036 0.0698  -0.050
Br -1.2898 -1.0477 -0.3763  0.142